No. 1
C46H40AsBrFeN3O3P | ωB97M-V/def2-TZVPD

Computed properties:
HOMO-LUMO gap (spin up / spin down) in eV: 8.152 / 5.628
2S+1: 5
Energy above the lowest of the compared OMol25 structures with the same formula, charge and spin in kcal/mol: 110.1
HOMO (spin up / spin down) in eV: -7.6 / -7.1

CARTESIAN COORDINATES (ANGSTROEM)
Br: -5.96 2.98 5.44
As: 4.26 -1.53 0.07
Fe: -0.49 2.11 0.31
P: -0.07 -0.18 -0.63
O: -0.56 3.19 -1.38
O: 0.30 2.84 2.07
O: 2.38 1.15 2.85
N: -2.82 2.74 -1.21
N: -2.43 2.09 2.42
N: -2.52 2.00 -0.04
C: -3.90 -2.66 -0.02
C: -3.50 4.76 -4.82
C: 1.07 0.78 3.01
C: 4.16 -2.50 4.15
C: -2.72 -0.86 -1.08
C: -1.78 3.26 -1.80
C: -2.74 -3.03 0.64
C: -0.95 4.58 -3.74
C: -3.38 3.41 4.27
C: 3.07 -2.77 -2.33
C: -3.88 -1.58 -0.88
C: -3.30 4.08 -3.63
C: -0.51 -0.94 3.57
C: 2.64 -4.05 3.11
C: -2.25 2.77 1.00
C: 1.31 -1.19 0.00
C: 4.15 -5.28 -1.86
C: 3.38 -5.06 -3.00
C: 0.86 -0.34 -5.12
C: 0.86 0.85 -3.03
C: -1.57 -2.32 0.44
C: -1.15 5.25 -4.93
C: 3.81 -2.42 1.76
C: 4.37 -4.25 -0.96
C: 0.80 -0.49 3.48
C: -1.54 -1.22 -0.42
C: 0.22 -1.41 -4.51
C: 0.23 -0.22 -2.41
C: -2.03 3.99 -3.08
C: -2.42 5.34 -5.48
C: -4.57 2.65 4.23
C: 3.25 -3.54 4.26
C: -3.71 1.40 2.37
C: 1.18 0.79 -4.38
C: 4.44 -1.95 2.91
C: 2.63 -0.46 -0.19
C: 2.85 -3.80 -3.23
C: 0.04 1.67 2.61
C: -1.28 1.17 2.74
C: -2.38 3.17 3.40
C: 2.93 -3.50 1.87
C: -0.09 -1.36 -3.17
C: 2.75 2.37 3.51
C: -1.55 -0.11 3.21
C: -4.71 1.67 3.23
C: 3.83 -2.98 -1.18
H: -2.48 3.83 1.09
H: 1.63 -1.13 3.75
H: -0.03 -2.29 -5.09
H: -4.82 -3.22 0.14
H: 1.14 -1.38 1.06
H: -4.79 -1.28 -1.41
H: -0.59 -2.20 -2.69
H: 1.10 -0.38 -6.18
H: -3.27 4.20 4.99
H: 2.25 -3.61 -4.12
H: -1.45 3.71 3.35
H: -5.65 1.14 3.12
H: -0.71 -1.94 3.93
H: 5.14 -1.13 2.84
H: 2.64 -1.80 -2.54
H: 0.03 4.51 -3.29
H: 2.48 -3.92 0.98
H: -4.49 4.82 -5.25
H: 4.57 -6.26 -1.67
H: 3.03 -3.98 5.22
H: 3.21 -5.86 -3.70
H: 3.83 2.38 3.54
H: 1.66 1.64 -4.85
H: -2.58 -0.45 3.29
H: 4.97 -4.43 -0.08
H: 2.36 2.38 4.53
H: 2.37 3.23 2.96
H: -2.74 -3.88 1.32
H: -4.13 3.62 -3.11
H: -3.77 0.70 1.54
H: -2.72 0.00 -1.74
H: -0.67 -2.63 0.97
H: 4.65 -2.12 5.04
H: 1.95 -4.88 3.19
H: -0.31 5.71 -5.44
H: 1.30 -2.15 -0.52
H: 2.70 0.39 0.49
H: 1.07 1.75 -2.47
H: 2.72 -0.06 -1.21
H: -2.57 5.87 -6.42

=====

No. 2
C13H32FO9PS | ωB97M-V/def2-TZVPD

Computed properties:
HOMO-LUMO gap in eV: 7.263
2S+1: 1
SMILES: COCCCCCCO[P@@](=O)(O)OS(=O)(=O)F.CC(C)O.CC(C)O
HOMO in eV: -9.6

CARTESIAN COORDINATES (ANGSTROEM)
S: -1.20 -4.45 1.52
P: 1.38 -4.38 0.26
F: -2.84 -4.00 1.14
O: 2.13 -5.44 -0.70
O: 2.47 2.52 -0.78
O: -0.33 -4.71 0.08
O: 2.01 -4.66 1.85
O: -1.29 -5.83 2.26
O: 1.76 -2.80 -0.40
O: -0.88 2.69 4.65
O: -0.65 -3.31 2.42
O: -2.40 0.66 -2.10
C: -1.44 -1.20 -3.29
C: -1.59 1.78 2.36
C: 3.20 1.88 -2.98
C: -2.65 -0.68 -2.53
C: 1.99 -1.81 0.66
C: -0.93 1.46 3.83
C: 0.23 2.62 5.63
C: -3.90 -0.71 -3.40
C: 1.25 -0.41 0.18
C: -0.63 1.41 1.08
C: 1.56 3.75 -2.64
C: 2.04 2.40 -2.14
C: -0.16 -0.17 1.02
H: -1.05 -0.81 0.60
H: 1.54 -2.09 1.70
H: -2.80 -1.29 -1.63
H: 0.04 -0.54 2.13
H: 0.33 2.11 0.99
H: -1.23 -0.57 -4.17
H: -1.26 1.60 0.09
H: 1.23 3.04 5.17
H: 3.55 0.91 -2.60
H: -2.61 1.18 2.23
H: 0.36 1.52 6.02
H: -1.59 -2.23 -3.62
H: 1.21 3.69 -3.67
H: 3.20 3.16 -0.75
H: 2.36 4.50 -2.58
H: -0.54 -1.16 -2.66
H: 1.94 0.53 0.42
H: 0.74 4.12 -2.01
H: -1.64 0.69 4.37
H: 3.14 -1.58 0.85
H: 1.22 1.68 -2.16
H: 1.00 -0.42 -0.98
H: 1.43 -5.27 2.40
H: -4.12 -1.73 -3.73
H: -4.76 -0.32 -2.84
H: -0.07 3.28 6.55
H: -1.80 2.93 2.32
H: 4.05 2.56 -2.93
H: 2.90 1.76 -4.03
H: -3.78 -0.07 -4.28
H: -2.26 1.20 -2.89
H: 0.14 0.95 3.72

=====

No. 3
C50H36Cl2IrO5P2S2 | ωB97M-V/def2-TZVPD

Computed properties:
HOMO-LUMO gap (spin up / spin down) in eV: 6.865 / 4.412
2S+1: 2
HOMO (spin up / spin down) in eV: -12.2 / -12.2
Net charge: +2

CARTESIAN COORDINATES (ANGSTROEM)
Ir: 0.39 -0.64 -0.26
Cl: 3.93 -4.46 -0.30
Cl: 2.22 0.59 -1.23
S: -1.40 -1.87 0.46
S: 1.56 -2.41 -0.54
P: -0.82 -0.71 -2.31
P: 0.97 -0.41 2.04
O: -2.43 0.27 1.68
O: -1.39 -3.32 0.62
O: -0.83 0.99 0.20
O: -3.85 6.31 1.08
O: -2.12 5.90 -0.38
C: -1.08 -3.40 -3.04
C: -4.04 -1.84 -0.25
C: -0.60 1.57 -5.68
C: 2.69 1.80 1.77
C: -2.67 -1.72 3.03
C: 4.13 -3.41 3.51
C: 3.06 3.12 2.01
C: -3.51 5.01 1.15
C: 0.77 2.09 3.20
C: 3.53 -0.59 -1.12
C: -1.90 3.52 0.16
C: -0.73 0.48 -4.83
C: 5.55 -2.43 -0.98
C: 4.48 -2.08 3.42
C: -0.24 3.01 -3.78
C: -0.37 1.93 -2.93
C: 1.14 3.41 3.43
C: 2.28 3.92 2.83
C: -0.62 0.66 -3.45
C: -0.36 2.83 -5.15
C: -2.45 2.50 0.97
C: -1.29 -1.69 5.02
C: 1.55 1.27 2.38
C: -0.31 -1.07 4.31
C: -2.75 -1.47 -0.63
C: -4.06 4.04 1.94
C: 3.20 -1.90 -0.79
C: 5.83 -1.11 -1.31
C: 0.85 -2.23 -3.90
C: -4.88 -0.73 -2.23
C: 1.94 -2.90 2.68
C: 0.61 -4.59 -4.26
C: -0.37 -2.22 -3.20
C: 4.26 -2.82 -0.72
C: -2.46 4.76 0.27
C: -1.84 1.18 0.93
C: 2.85 -3.82 3.14
C: -1.73 -0.94 2.28
C: -3.51 2.76 1.84
C: -3.03 6.91 0.07
C: -0.59 -4.59 -3.57
C: 1.32 -3.41 -4.43
C: 4.81 -0.16 -1.38
C: -2.45 -2.07 4.33
C: -0.48 -0.74 2.93
C: 3.55 -1.14 2.97
C: -3.59 -0.44 -2.64
C: -5.10 -1.45 -1.05
C: 2.27 -1.54 2.61
C: -2.52 -0.84 -1.84
H: -1.15 -5.50 -3.44
H: -0.92 -0.51 -5.24
H: -0.26 3.68 -5.82
H: 0.64 -0.84 4.78
H: 0.94 -3.24 2.39
H: 0.99 -5.52 -4.67
H: -3.41 0.07 -3.58
H: -0.27 2.06 -1.86
H: 2.57 4.95 3.02
H: -4.21 -2.41 0.65
H: -1.16 -1.91 6.07
H: 0.54 4.03 4.07
H: 1.42 -1.31 -4.02
H: 2.57 -4.87 3.22
H: 4.84 -4.13 3.89
H: -2.47 7.74 0.51
H: -6.11 -1.70 -0.76
H: -3.66 7.24 -0.75
H: -0.05 4.00 -3.37
H: -0.12 1.69 3.67
H: 6.35 -3.16 -0.92
H: 3.95 3.52 1.54
H: 2.25 -3.42 -4.99
H: 5.48 -1.75 3.69
H: -3.21 -2.65 4.84
H: 3.30 1.18 1.13
H: -3.90 1.96 2.46
H: -2.02 -3.41 -2.50
H: -4.88 4.25 2.62
H: 3.83 -0.09 2.94
H: 6.85 -0.81 -1.52
H: -0.69 1.43 -6.75
H: -1.07 3.33 -0.50
H: -5.72 -0.43 -2.84
H: -3.61 -2.00 2.56
H: 5.01 0.87 -1.64

=====

No. 4
C67H148N7O14 | ωB97M-V/def2-TZVPD

Computed properties:
HOMO-LUMO gap in eV: 8.580
2S+1: 1
HOMO in eV: -13.8
Net charge: +3

CARTESIAN COORDINATES (ANGSTROEM)
O: 21.08 19.58 9.93
O: 12.68 18.30 10.90
O: 17.79 18.76 17.49
O: 14.71 19.50 10.86
O: 15.52 14.71 12.57
O: 18.27 23.45 11.85
O: 19.36 18.89 8.37
O: 14.99 12.56 13.05
O: 13.99 18.45 12.79
O: 19.60 18.94 15.99
O: 20.69 17.33 9.26
O: 18.71 16.50 11.87
O: 13.37 14.35 13.08
O: 18.14 17.23 15.73
N: 16.92 14.43 8.40
N: 13.18 21.69 16.73
N: 20.80 22.02 9.61
N: 23.58 18.60 13.43
N: 20.04 10.08 12.75
N: 16.25 17.51 13.16
N: 15.16 14.20 17.01
C: 23.80 17.27 14.04
C: 13.61 22.31 13.03
C: 22.07 18.92 13.37
C: 19.38 11.46 12.57
C: 19.59 22.82 9.98
C: 15.88 12.24 8.97
C: 20.56 10.47 15.16
C: 17.39 15.74 8.97
C: 13.66 18.67 11.56
C: 24.91 16.64 10.67
C: 18.58 18.26 16.27
C: 15.28 16.10 7.78
C: 23.75 17.53 11.08
C: 14.40 14.53 18.31
C: 17.13 18.34 12.28
C: 23.44 17.25 15.49
C: 23.00 20.59 14.73
C: 16.19 13.64 9.44
C: 20.42 18.73 9.17
C: 13.85 16.04 18.15
C: 18.91 13.74 16.74
C: 14.69 22.73 18.25
C: 10.68 19.08 17.98
C: 16.16 16.60 8.95
C: 24.19 18.65 12.00
C: 20.43 12.97 7.96
C: 14.76 10.04 9.58
C: 18.26 23.68 13.26
C: 21.11 10.11 13.81
C: 15.08 11.72 17.40
C: 14.42 10.48 16.88
C: 14.72 12.89 16.46
C: 18.12 13.65 7.76
C: 12.06 21.06 17.53
C: 15.50 21.76 17.39
C: 14.48 14.15 12.85
C: 13.82 22.66 14.48
C: 19.18 13.31 8.76
C: 21.96 20.40 13.65
C: 11.63 19.75 17.01
C: 15.97 14.81 7.32
C: 18.57 17.85 12.31
C: 13.54 23.08 17.32
C: 17.63 9.85 12.86
C: 9.33 19.76 18.17
C: 17.23 19.76 12.74
C: 24.20 19.72 14.22
C: 15.09 9.89 15.64
C: 16.61 14.27 17.31
C: 18.93 9.12 13.09
C: 22.46 9.40 16.41
C: 21.66 10.56 10.83
C: 22.26 15.12 15.54
C: 12.79 21.92 15.29
C: 14.62 16.61 16.88
C: 21.69 10.68 16.17
C: 17.50 13.87 16.16
C: 14.43 20.85 16.89
C: 17.96 11.32 13.26
C: 22.01 10.00 9.47
C: 20.72 9.62 11.50
C: 19.94 15.96 12.24
C: 15.08 11.48 10.00
C: 18.34 22.21 9.39
C: 19.45 22.75 11.49
C: 14.74 15.29 16.04
C: 23.49 15.88 15.95
H: 18.29 21.13 9.65
H: 17.42 22.69 9.78
H: 21.20 8.68 11.80
H: 20.09 16.06 13.34
H: 12.58 22.46 12.65
H: 14.30 9.47 10.38
H: 12.76 15.96 17.96
H: 15.96 22.34 16.58
H: 20.86 20.49 9.59
H: 14.22 20.15 17.70
H: 21.10 11.05 17.01
H: 21.61 9.14 13.87
H: 16.45 17.64 8.82
H: 15.21 23.64 18.53
H: 19.89 14.89 11.95
H: 14.58 8.96 15.46
H: 13.99 16.50 19.13
H: 23.66 15.95 17.02
H: 21.67 18.65 12.41
H: 20.76 16.74 8.51
H: 17.35 9.93 11.80
H: 13.64 12.94 16.40
H: 21.56 18.40 14.18
H: 16.85 15.29 17.68
H: 16.25 20.24 12.68
H: 25.25 16.05 11.52
H: 24.84 19.30 15.01
H: 18.38 22.31 8.29
H: 19.39 11.67 11.50
H: 17.41 14.66 15.40
H: 19.90 9.70 15.56
H: 21.81 10.83 13.37
H: 22.28 8.93 9.50
H: 15.10 12.87 15.43
H: 18.94 8.20 12.46
H: 16.55 17.65 14.12
H: 15.63 11.42 10.94
H: 20.76 16.44 11.69
H: 17.24 12.87 15.75
H: 17.24 12.05 12.89
H: 15.45 15.37 15.20
H: 21.28 12.78 8.63
H: 24.58 15.94 9.91
H: 14.02 10.02 8.76
H: 15.24 14.03 7.10
H: 16.17 11.59 17.42
H: 17.31 24.11 13.59
H: 14.24 15.88 8.08
H: 14.41 9.77 17.71
H: 17.78 20.25 11.92
H: 25.25 18.64 12.25
H: 11.07 19.86 16.07
H: 25.78 17.21 10.32
H: 21.82 8.52 16.42
H: 22.95 16.96 11.59
H: 14.38 11.90 13.16
H: 16.83 13.61 10.35
H: 15.52 16.49 9.83
H: 22.88 10.58 9.14
H: 13.34 10.61 16.63
H: 23.29 9.27 15.69
H: 23.94 19.63 11.61
H: 19.93 9.34 10.80
H: 20.70 13.87 7.39
H: 23.22 17.98 10.25
H: 18.51 22.73 13.81
H: 15.65 9.53 9.22
H: 20.04 12.19 13.06
H: 15.18 14.41 19.05
H: 16.72 13.63 18.21
H: 9.41 20.70 18.72
H: 11.21 21.75 17.58
H: 14.64 20.31 15.96
H: 10.49 18.10 17.53
H: 19.63 13.36 16.00
H: 12.56 20.94 14.86
H: 11.87 22.52 15.34
H: 8.82 20.00 17.23
H: 23.33 21.63 14.81
H: 14.30 22.89 12.41
H: 22.42 11.43 15.83
H: 16.64 18.28 11.31
H: 18.32 19.50 17.81
H: 15.28 14.20 9.67
H: 19.26 18.50 11.75
H: 14.75 11.95 18.41
H: 14.83 22.36 14.74
H: 21.39 15.70 15.86
H: 21.56 22.53 10.09
H: 20.01 11.41 15.06
H: 12.47 19.06 16.82
H: 15.22 17.95 12.92
H: 16.28 21.20 17.90
H: 17.61 12.83 7.24
H: 22.44 17.63 15.61
H: 17.72 19.95 13.71
H: 24.08 17.88 16.09
H: 14.00 17.34 16.36
H: 24.87 17.11 13.87
H: 13.89 23.75 16.53
H: 19.10 24.34 13.53
H: 22.31 14.13 16.07
H: 13.85 21.24 12.86
H: 13.55 13.86 18.48
H: 17.85 15.63 9.96
H: 20.38 23.24 11.86
H: 24.80 20.33 13.55
H: 14.15 12.00 10.25
H: 16.63 14.95 6.46
H: 14.95 10.55 14.79
H: 21.20 10.14 8.75
H: 24.35 15.35 15.55
H: 22.98 9.47 17.37
H: 18.94 12.39 9.28
H: 23.19 16.51 13.51
H: 8.70 19.09 18.76
H: 16.17 16.60 12.78
H: 20.93 22.17 8.59
H: 12.64 23.47 17.80
H: 19.33 14.71 17.02
H: 15.63 17.00 17.06
H: 18.11 16.15 8.26
H: 22.60 10.61 11.38
H: 19.42 14.07 9.51
H: 16.76 9.46 13.40
H: 16.17 9.70 15.79
H: 11.14 18.92 18.98
H: 22.23 21.03 12.79
H: 19.72 23.89 9.77
H: 15.30 12.24 8.05
H: 22.66 20.17 15.68
H: 18.88 17.87 13.36
H: 22.24 14.87 14.47
H: 14.42 19.56 9.94
H: 19.38 21.70 11.86
H: 19.10 8.98 14.15
H: 20.31 12.16 7.23
H: 14.40 22.19 19.16
H: 20.96 20.66 13.99
H: 13.71 23.72 14.66
H: 18.88 13.09 17.63
H: 18.09 11.52 14.32
H: 13.78 14.96 15.64
H: 12.49 21.02 18.55
H: 15.31 16.83 6.98
H: 18.64 14.31 7.07
H: 21.29 11.58 10.70
H: 16.78 11.67 8.71